1.
The following is a quantum chemistry calculation of 10 unconnected molecules or ions with the total composition C39H44F5N5O23 in a non-equilibrium geometry, from the OMol25 dataset.

Summary:
- orbital gap (eV) = 8.826
- molecular weight (g/mol) = 1045.78
- charge = 0
- SMILES = O=[N+]([O-])c1ccccc1.O=[N+]([O-])c1ccccc1.O=[N+]([O-])c1ccccc1.O=C1OC[C@@H](F)O1.O=C1OC[C@@H](F)O1.O=C1OC[C@@H](F)O1.O=C1OC[C@@H](F)O1.O=C1OC[C@@H](F)O1.CN(C)C=O.CN(C)C=O
- strongest force on any atom (Eh/bohr) = 0.08983
- relative energy (zero: lowest compared OMol25 entry of this formula, charge and spin) (kcal/mol) = 0.0
- highest occupied orbital energy (eV) = -9.48
- LUMO (hartree) = -0.0240

Last column: Mulliken charge in e.
Geometry (Å):
O  -3.9654  -1.5953  3.3455  -0.636
N  -3.3198  -1.4143  2.3500  0.830
O  -2.8342  -0.3596  2.0161  -0.245
C  -3.0159  -2.6442  1.4907  -0.107
C  -2.2842  -2.5334  0.3272  0.388
C  -1.9408  -3.6923  -0.3767  -0.512
C  -2.3935  -4.9327  0.0862  -0.626
C  -3.1673  -5.0161  1.2248  -0.619
C  -3.4574  -3.8877  1.9509  -0.647
H  -2.0670  -1.5186  -0.0298  0.325
H  -1.5245  -3.6109  -1.3799  0.521
H  -2.2303  -5.8294  -0.5112  0.445
H  -3.4669  -5.9807  1.6014  0.398
H  -4.0441  -3.9741  2.8528  0.509
O  -1.3183  1.2106  -2.3005  -0.429
N  -2.5300  1.1653  -2.0704  1.109
O  -3.0897  0.2086  -1.5710  -0.672
C  -3.3769  2.3375  -2.4006  0.091
C  -2.6889  3.4603  -2.8636  -0.280
C  -3.4853  4.5718  -3.2228  -0.578
C  -4.8262  4.5732  -2.9152  -0.481
C  -5.4168  3.4946  -2.2645  -0.445
C  -4.7235  2.3132  -2.0807  -0.544
H  -1.6041  3.5890  -2.9072  0.558
H  -3.0069  5.4625  -3.6119  0.399
H  -5.4071  5.4709  -3.0078  0.374
H  -6.4539  3.5599  -1.9481  0.392
H  -5.2382  1.4046  -1.8180  0.484
O  0.0509  4.1367  -1.8674  -0.521
N  0.1018  5.3890  -1.6834  1.049
O  -0.1700  6.1715  -2.5644  -0.633
C  0.5865  5.9154  -0.4322  -0.099
C  1.0521  4.9982  0.5183  0.419
C  1.5308  5.4688  1.7621  -0.733
C  1.5947  6.8578  1.9439  -0.472
C  1.2363  7.7416  0.9805  -0.503
C  0.7496  7.2839  -0.2303  -0.453
H  0.8815  3.9181  0.3925  0.229
H  1.7882  4.7850  2.5482  0.525
H  2.0495  7.2890  2.8415  0.340
H  1.2831  8.7938  1.2300  0.391
H  0.5145  7.9274  -1.0774  0.449
O  1.1586  -2.5695  4.2611  -0.453
C  2.1602  -3.1314  3.9727  0.653
O  2.8557  -2.9437  2.8475  -0.199
C  3.8610  -3.9427  2.7771  -0.184
C  3.8483  -4.6570  4.1598  0.249
F  4.8614  -4.2284  4.9637  -0.312
O  2.6453  -4.2170  4.6976  -0.368
H  3.6927  -4.5688  1.8979  0.057
H  4.7995  -3.4181  2.6457  0.294
H  3.9031  -5.7430  4.1864  0.281
O  -3.5132  5.6328  0.3174  -0.536
C  -3.2341  4.5355  0.6178  0.299
O  -1.9661  4.1085  0.8907  -0.209
C  -2.0548  2.7156  1.0776  1.673
C  -3.4991  2.4983  1.4702  0.550
F  -3.4573  2.5433  2.8502  -0.306
O  -4.1708  3.5921  0.9367  -0.339
H  -1.8885  2.1996  0.1441  -1.098
H  -1.3501  2.3830  1.8476  -0.408
H  -4.0031  1.5908  1.1468  0.384
O  0.6818  -2.0773  -7.8009  -0.512
C  0.9797  -2.0488  -6.6524  0.530
O  2.1418  -1.7000  -6.0585  -0.373
C  1.9965  -1.8725  -4.6232  0.369
C  0.5347  -2.1725  -4.4281  0.554
F  -0.0680  -1.0020  -3.9750  -0.236
O  0.1531  -2.5685  -5.6838  -0.430
H  2.6221  -2.6558  -4.1996  0.222
H  2.2820  -0.9260  -4.2158  -0.325
H  0.2723  -2.9773  -3.7678  0.111
O  6.1287  0.0900  -5.7535  -0.547
C  5.5765  0.1316  -4.6795  0.537
O  5.8930  -0.6766  -3.6602  -0.349
C  4.9940  -0.4386  -2.6248  -0.071
C  4.0668  0.7351  -3.0775  1.214
F  4.3570  1.8937  -2.2883  -0.365
O  4.5944  1.0073  -4.3631  -0.388
H  4.3490  -1.2833  -2.3370  0.087
H  5.5931  -0.1993  -1.7419  0.318
H  2.9875  0.5247  -3.0587  -0.317
O  1.5820  -4.8585  0.5058  -0.243
C  1.6045  -5.8643  -0.0495  0.411
O  2.5624  -6.7911  -0.1360  -0.333
C  2.3141  -7.6900  -1.1671  -0.457
C  0.8657  -7.4177  -1.5758  0.208
F  -0.0078  -8.3317  -1.0501  -0.318
O  0.5951  -6.1744  -0.9903  -0.264
H  2.9106  -7.5219  -2.0573  0.300
H  2.3661  -8.7258  -0.8706  0.320
H  0.7089  -7.3140  -2.6318  0.308
C  -2.3547  1.8174  5.8014  -0.872
N  -1.0949  1.7653  5.0664  0.254
C  -0.5214  0.3952  5.0352  -0.423
C  -0.5862  2.8213  4.4228  0.036
O  0.3310  2.7302  3.5891  -0.640
H  -2.6862  2.8481  5.7634  0.311
H  -2.2414  1.5272  6.8587  0.335
H  -3.1033  1.1520  5.3484  0.248
H  -1.3164  -0.3500  4.8685  0.275
H  0.1107  0.3250  4.1480  -0.228
H  0.0682  0.1376  5.9345  0.310
H  -0.9688  3.8190  4.5476  0.440
C  0.5783  -0.6562  1.3841  -0.437
N  1.2194  -0.5677  0.0735  0.400
C  1.4119  0.8315  -0.5248  -0.311
C  1.5898  -1.6489  -0.5936  0.261
O  2.1948  -1.6088  -1.6620  -0.624
H  1.1078  -0.0553  2.1418  0.427
H  0.5208  -1.7119  1.6688  0.106
H  -0.4195  -0.2859  1.2377  -0.071
H  0.8535  1.4489  0.1432  -0.160
H  2.4826  1.0566  -0.6626  0.165
H  0.8966  0.8188  -1.4761  0.190
H  1.2685  -2.5931  -0.1382  0.029


2.
The following is a quantum chemistry calculation of a molecular structure, C39H45AsClFIN6O5S2Ti in a non-equilibrium geometry, from the OMol25 dataset.

Summary:
- orbital gap (alpha / beta) (eV) = 6.399 / 6.368
- spin multiplicity = 2
- molecular weight (g/mol) = 1046.10
- charge = +2
- strongest force on any atom (Eh/bohr) = 0.06013
- highest occupied orbital energy (alpha / beta) (eV) = -11.42 / -11.48
- LUMO (alpha / beta) (hartree) = -0.1845 / -0.1878

Last column: Mulliken charge in e.
Geometry (Å):
Ti  -0.4644  -0.2244  -0.1576  0.246
C  -4.6709  -6.3594  -1.5631  -0.956
C  -4.8612  -5.5205  -0.3071  -0.951
N  -3.7213  -4.6036  -0.0600  0.186
C  -3.8338  -3.3216  -0.4413  -0.109
C  -2.8189  -2.4201  -0.3631  0.280
C  -2.9679  -0.9663  -0.7208  -0.303
O  -3.5553  -0.5953  -1.7126  -0.687
O  -2.3167  -0.2084  0.1285  0.018
C  -1.5266  -2.8511  0.0391  1.030
O  -0.5372  -2.1052  -0.0543  -0.181
C  -1.4139  -4.2074  0.5149  0.789
C  -0.2118  -4.6732  1.0390  -0.221
C  -0.1015  -5.9535  1.4729  0.479
F  1.0937  -6.3652  1.9248  -0.336
C  -1.1876  -6.8519  1.4401  -1.558
C  -2.3820  -6.3826  0.9319  -0.284
C  -2.5182  -5.0693  0.4556  -0.499
N  -1.1144  -8.1817  1.9323  0.184
C  -1.5280  -9.2740  1.0437  -0.495
C  -2.2511  -10.3373  1.8873  -0.758
N  -1.7860  -10.1833  3.3152  -0.145
C  -0.2928  -9.9889  3.3579  -0.739
C  0.0288  -8.6044  2.7600  -0.758
H  -5.5357  -7.0081  -1.7134  0.408
H  -3.7748  -6.9817  -1.5023  0.268
H  -4.5734  -5.7154  -2.4388  0.334
H  -5.0110  -6.1407  0.5725  0.413
H  -5.7459  -4.8992  -0.4010  0.442
H  -4.8031  -3.0227  -0.8274  0.536
H  0.6476  -4.0104  1.0891  0.076
H  -3.2307  -7.0571  0.9193  0.679
H  -0.6565  -9.7127  0.5481  0.307
H  -2.1915  -8.9127  0.2665  0.377
H  -2.0091  -11.3450  1.5616  0.369
H  -3.3308  -10.2160  1.8813  0.422
H  -2.0829  -10.9709  3.8856  0.336
H  -2.2135  -9.3369  3.6857  0.372
H  0.1481  -10.7998  2.7869  0.343
H  0.0445  -10.0688  4.3853  0.388
H  0.9558  -8.6852  2.1981  0.460
H  0.1776  -7.8812  3.5540  0.511
Cl  6.1074  1.9550  2.5081  -0.249
C  4.6914  1.5297  1.6046  0.430
C  4.4004  0.2240  1.4112  -0.608
C  3.2326  -0.1287  0.7010  0.551
I  2.8394  -2.1592  0.4442  0.184
C  2.3624  0.7943  0.1689  -0.739
O  1.2085  0.3842  -0.4011  0.079
C  2.7310  2.1738  0.2881  0.089
N  1.9854  3.1174  -0.3467  -0.329
C  2.2720  4.3828  -0.1776  -0.361
C  3.3254  4.8414  0.6376  -0.942
C  4.1261  3.9183  1.2294  -0.899
C  3.8634  2.5396  1.0532  0.396
H  5.0486  -0.5446  1.8099  0.452
H  1.6485  5.0934  -0.7181  0.474
H  3.5007  5.9026  0.7576  0.431
H  4.9721  4.2217  1.8313  0.421
C  -1.3990  -2.1116  -4.1771  -1.267
C  -0.0902  -1.7415  -3.4762  -0.177
C  0.1481  -0.2441  -3.4030  -0.367
N  -0.7385  0.4293  -2.4066  0.675
C  -0.4748  1.7712  -2.0452  -0.170
S  -1.1302  2.3848  -0.6508  -0.684
N  0.4585  2.4872  -2.7039  0.611
C  0.7829  2.5931  -4.0786  0.601
O  1.8959  2.9312  -4.3856  -0.595
C  -0.3091  2.3515  -5.0624  -0.111
C  0.0609  2.0724  -6.3745  -0.430
C  -0.9129  1.8492  -7.3343  -0.694
C  -2.2598  1.9128  -6.9845  -0.350
C  -2.6290  2.2143  -5.6799  -0.901
C  -1.6539  2.4404  -4.7184  0.355
H  -1.4852  -3.1960  -4.2949  0.403
H  -1.4373  -1.6693  -5.1764  0.371
H  -2.2789  -1.7682  -3.6244  0.240
H  0.7511  -2.1681  -4.0224  0.562
H  -0.0575  -2.1656  -2.4769  -0.211
H  -0.0204  0.1722  -4.3937  -0.021
H  1.1683  -0.0312  -3.1090  0.404
H  -1.7271  0.2586  -2.5638  0.432
H  1.0689  2.9828  -2.0476  0.048
H  1.1158  2.0341  -6.6235  0.483
H  -0.6245  1.6357  -8.3572  0.427
H  -3.0231  1.7458  -7.7357  0.429
H  -3.6774  2.2899  -5.4127  0.449
H  -1.9549  2.7264  -3.7155  0.493
C  -3.4192  0.2612  2.8835  -1.079
As  -1.5961  0.6783  3.2822  0.809
C  -1.4433  2.5801  3.1834  -1.016
C  -1.3912  0.2396  5.1304  -1.130
S  0.0147  -0.3162  2.3141  -0.582
H  -3.9958  0.5898  3.7465  0.550
H  -3.5305  -0.8066  2.7373  0.236
H  -3.7275  0.7986  1.9942  0.302
H  -2.1964  3.0414  3.8160  0.467
H  -1.5732  2.8952  2.1563  0.244
H  -0.4491  2.8437  3.5234  0.369
H  -2.1933  0.6622  5.7309  0.428
H  -0.4317  0.6263  5.4579  0.384
H  -1.3813  -0.8409  5.2145  0.360